# C10H33F3N12O9

A cluster of 8 separate species, C10H33F3N12O9 in total in a non-equilibrium geometry (the ωB97M-V functional and the def2-TZVPD basis, the OMol25 dataset).

Bonds (Å) are listed after each position.
CARTESIAN COORDINATES (ANGSTROEM)
1 O 0.69 0.03 0.99  H2 0.990, H3 0.996, H4 0.981
2 H -0.12 -0.08 1.56  O1 0.990
3 H 0.42 -0.05 0.04  O1 0.996
4 H 1.13 0.89 1.15  O1 0.981
5 C -1.51 0.95 -1.96  O6 1.411, O7 1.358, C8 1.566, H19 1.103
6 O -1.55 1.49 -3.27  C5 1.411, C12 1.440
7 O -0.25 0.88 -1.46  C5 1.358
8 C -2.66 1.53 -1.07  C5 1.566, F9 1.340, F10 1.361, F11 1.354
9 F -3.61 0.60 -0.91  C8 1.340
10 F -2.27 1.88 0.19  C8 1.361
11 F -3.23 2.66 -1.55  C8 1.354
12 C -2.44 0.85 -4.20  O6 1.440, C13 1.498, H17 1.092, H18 1.091
13 C -2.26 1.57 -5.50  C12 1.498, H14 1.095, H15 1.090, H16 1.092
14 H -3.01 1.25 -6.23  C13 1.095
15 H -2.34 2.66 -5.43  C13 1.090
16 H -1.33 1.36 -6.02  C13 1.092
17 H -3.44 1.06 -3.80  C12 1.092
18 H -2.18 -0.20 -4.36  C12 1.091
19 H -1.80 -0.10 -2.11  C5 1.103
20 C -2.45 -2.06 1.47  O21 1.232, N22 1.368, N23 1.345
21 O -1.26 -1.73 1.59  C20 1.232
22 N -2.84 -3.37 1.48  C20 1.368, H24 0.999, H25 1.019
23 N -3.48 -1.19 1.50  C20 1.345, H26 1.011, H27 1.002
24 H -3.78 -3.69 1.54  N22 0.999
25 H -2.07 -4.01 1.69  N22 1.019
26 H -3.19 -0.23 1.38  N23 1.011
27 H -4.38 -1.49 1.18  N23 1.002
28 C 0.94 3.70 0.57  O29 1.233, N30 1.345, N31 1.365
29 O 1.62 2.73 0.91  C28 1.233
30 N 0.18 3.68 -0.54  C28 1.345, H32 1.022, H33 1.004
31 N 0.87 4.80 1.37  C28 1.365, H34 1.003, H35 1.002
32 H 0.06 2.77 -0.99  N30 1.022
33 H -0.05 4.49 -1.08  N30 1.004
34 H 0.55 5.67 0.99  N31 1.003
35 H 1.20 4.68 2.31  N31 1.002
36 C 0.54 -4.59 0.61  O37 1.238, N38 1.331, N39 1.377
37 O -0.20 -5.01 1.50  C36 1.238
38 N 0.75 -3.31 0.33  C36 1.331, H40 1.008, H41 1.012
39 N 1.32 -5.46 -0.13  C36 1.377, H42 1.001, H43 1.004
40 H 1.32 -2.83 -0.36  N38 1.008
41 H 0.14 -2.66 0.82  N38 1.012
42 H 1.33 -6.44 0.10  N39 1.001
43 H 1.84 -5.10 -0.91  N39 1.004
44 C 4.33 -0.66 1.58  O45 1.235, N46 1.367, N47 1.340
45 O 3.40 0.15 1.52  C44 1.235
46 N 5.54 -0.40 0.99  C44 1.367, H48 1.001, H49 1.004
47 N 4.22 -1.80 2.27  C44 1.340, H50 1.007, H51 1.000
48 H 6.38 -0.93 1.06  N46 1.001
49 H 5.52 0.39 0.37  N46 1.004
50 H 3.30 -1.86 2.69  N47 1.007
51 H 4.96 -2.46 2.38  N47 1.000
52 C -1.29 1.43 3.30  O53 1.235, N54 1.352, N55 1.360
53 O -1.02 0.40 2.68  C52 1.235
54 N -1.16 1.46 4.65  C52 1.352, H56 1.004, H57 1.002
55 N -1.73 2.58 2.72  C52 1.360, H58 1.000, H59 1.010
56 H -1.55 2.23 5.16  N54 1.004
57 H -0.83 0.67 5.15  N54 1.002
58 H -1.86 3.43 3.23  N55 1.000
59 H -1.62 2.59 1.72  N55 1.010
60 C 2.34 -1.11 -1.71  O61 1.247, N62 1.363, N63 1.344
61 O 2.95 -2.06 -1.18  C60 1.247
62 N 1.54 -1.26 -2.81  C60 1.363, H64 1.008, H65 1.000
63 N 2.31 0.12 -1.17  C60 1.344, H66 1.006, H67 1.016
64 H 0.95 -0.45 -2.93  N62 1.008
65 H 1.42 -2.15 -3.25  N62 1.000
66 H 1.76 0.91 -1.45  N63 1.006
67 H 2.91 0.21 -0.36  N63 1.016

The value obtained for the LUMO energy is 0.0147 Ha. Its spin multiplicity is 1. The energy above the lowest of the compared OMol25 structures with the same formula, charge and spin is 23.0 kcal per mole. The HOMO energy is -8.36 eV. For the HOMO-LUMO gap, the calculation gives 8.8 eV.